Entry 1:
Density functional theory data (the ωB97M-V functional and the def2-TZVPD basis) for a structure of composition C27H34BrFIN5O4SSi2 in a non-equilibrium geometry.

Properties
- Highest occupied orbital energy: -7.829 eV
- E_LUMO: -1.3687 eV

```
! wB97M-V def2-TZVPD RIJCOSX def2/J DEFGRID3
* xyz 0 1
C -5.88 1.65 1.01
C -5.86 0.51 0.58
C -6.08 -0.86 -0.12
Si -4.47 -1.51 -0.96
I -5.26 -3.35 -2.44
O -3.47 -2.05 0.31
Si -1.84 -2.39 -0.14
Br -0.99 -3.67 1.57
C -1.64 -3.43 -1.70
C -1.52 -4.17 -2.66
C -0.71 -0.82 -0.17
O -0.35 -0.47 -1.52
C 0.82 -1.16 -1.97
S -3.67 0.19 -2.09
O -3.00 1.18 -1.24
O -2.90 -0.20 -3.27
F -5.02 0.98 -2.70
H -5.63 2.72 1.24
H -6.49 -1.66 0.57
H -6.83 -0.77 -0.98
H -1.26 -4.99 -3.39
H -1.29 0.00 0.37
H 0.22 -1.01 0.47
H 1.59 -0.45 -2.41
H 0.59 -1.92 -2.80
H 1.34 -1.77 -1.16
N -1.67 3.18 -3.14
C -2.41 3.22 -4.29
C -2.16 4.42 -4.91
C -1.23 5.12 -4.11
C -0.94 4.33 -3.02
H -1.66 2.42 -2.48
H -3.05 2.39 -4.56
H -2.60 4.74 -5.84
H -0.81 6.10 -4.31
H -0.29 4.49 -2.18
N 1.63 -4.49 3.64
C 1.09 -4.74 4.87
C 1.92 -4.19 5.82
C 3.00 -3.58 5.13
C 2.79 -3.78 3.78
H 1.23 -4.78 2.76
H 0.17 -5.29 4.97
H 1.77 -4.23 6.88
H 3.84 -3.06 5.56
H 3.37 -3.48 2.92
N -4.13 5.62 1.44
C -3.38 5.09 2.46
C -3.35 5.99 3.48
C -4.12 7.11 3.08
C -4.59 6.85 1.82
H -4.32 5.17 0.56
H -2.93 4.11 2.36
H -2.83 5.87 4.42
H -4.31 8.01 3.65
H -5.22 7.43 1.16
N 4.61 -0.25 1.08
C 3.25 -0.34 1.05
C 2.78 0.70 0.28
C 3.90 1.44 -0.18
C 5.02 0.83 0.33
H 5.22 -0.87 1.58
H 2.73 -1.13 1.57
H 1.74 0.90 0.06
H 3.89 2.31 -0.80
H 6.06 1.07 0.23
N 7.50 -4.12 -0.89
C 6.67 -4.38 -1.95
C 5.65 -3.47 -1.93
C 5.88 -2.61 -0.82
C 7.02 -3.04 -0.20
H 8.33 -4.64 -0.66
H 6.88 -5.20 -2.62
H 4.84 -3.41 -2.63
H 5.27 -1.78 -0.51
H 7.54 -2.67 0.67
*
```

=====

Entry 2:
Density functional theory data (the ωB97M-V functional and the def2-TZVPD basis) for a structure of composition C27H34CdFN7O3S2 in a non-equilibrium geometry.

Properties
- Highest occupied orbital energy: -6.774 eV
- E_LUMO: 0.2036 eV
- ΔE to the lowest compared entry with this formula, charge and spin: 0.299 eV

```
! wB97M-V def2-TZVPD RIJCOSX def2/J DEFGRID3
* xyz 0 1
Cd 0.07 0.14 -0.72
C 1.22 -4.79 -0.18
N 0.27 -4.35 0.82
C 0.30 -5.09 2.06
C -0.34 -3.16 0.60
O -0.09 -2.51 -0.39
C -1.44 -2.72 1.57
O -1.62 -1.33 1.48
C -2.92 -0.86 1.28
C -3.21 -0.63 -0.21
O -2.37 -0.88 -1.06
N -4.45 -0.22 -0.54
C -5.45 0.29 0.37
C -4.75 -0.01 -1.94
H 1.18 -5.87 -0.27
H 0.94 -4.33 -1.13
H 2.24 -4.48 0.06
H 0.21 -6.16 1.86
H 1.25 -4.92 2.59
H -0.51 -4.81 2.72
H -2.36 -3.27 1.30
H -1.19 -2.96 2.62
H -3.67 -1.55 1.70
H -2.96 0.10 1.83
H -5.25 0.01 1.39
H -5.49 1.39 0.31
H -6.43 -0.10 0.08
H -4.01 -0.53 -2.54
H -5.74 -0.40 -2.16
H -4.72 1.06 -2.19
C -1.55 1.49 -3.53
C -1.57 2.58 -2.51
C -1.95 3.87 -2.93
C -1.97 4.89 -2.01
C -1.61 4.63 -0.68
C -1.64 5.64 0.30
C -1.32 5.33 1.60
C -0.95 4.03 1.95
C -0.88 3.01 1.01
S -0.42 1.44 1.55
C -1.23 3.30 -0.35
N -1.23 2.31 -1.27
H -2.45 1.53 -4.15
H -1.46 0.51 -3.06
H -0.69 1.64 -4.19
H -2.21 4.03 -3.96
H -2.28 5.88 -2.30
H -1.94 6.64 0.01
H -1.37 6.09 2.37
H -0.70 3.80 2.98
C 4.15 -2.45 3.00
C 4.39 -1.20 2.25
N 5.55 -0.63 2.11
N 5.32 0.47 1.35
C 4.01 0.59 1.00
S 3.30 1.77 0.11
N 3.41 -0.49 1.61
N 2.06 -0.79 1.51
H 5.08 -2.73 3.49
H 3.84 -3.25 2.33
H 3.37 -2.31 3.76
H 6.06 1.11 1.12
H 1.78 -1.41 2.26
H 1.52 0.09 1.58
F 2.35 -0.72 -6.52
C 1.96 -0.55 -5.22
C 1.14 -1.50 -4.65
C 0.72 -1.31 -3.34
C 1.10 -0.19 -2.59
C 1.95 0.72 -3.21
C 2.39 0.55 -4.52
H 0.85 -2.37 -5.22
H 0.07 -2.05 -2.89
H 2.28 1.61 -2.68
H 3.05 1.26 -4.99
*
```

=====

Entry 3:
Density functional theory data (the ωB97M-V functional and the def2-TZVPD basis) for a structure of composition C27H34CrN6O2.

Properties
- <S²>: 3.779
- Highest occupied orbital energy (spin up / spin down): -16.424 / -16.501 eV
- E_LUMO (spin up / spin down): -8.9260 / -8.6510 eV

```
! wB97M-V def2-TZVPD RIJCOSX def2/J DEFGRID3
* xyz 3 4
Cr 0.61 0.54 -0.54
C -6.47 1.03 -0.76
C -5.03 0.61 -0.66
C -4.66 -0.68 -0.35
C -3.31 -1.08 -0.25
C -3.06 -2.40 0.21
N -1.90 -2.96 0.35
C -1.69 -4.28 0.96
C -0.68 -4.24 2.10
C -0.90 -3.13 3.15
N -0.05 -1.96 2.88
C 0.96 -1.63 3.61
C 1.91 -0.60 3.31
C 2.96 -0.40 4.24
C 3.99 0.50 4.02
C 5.08 0.73 5.03
C 3.97 1.17 2.80
C 2.97 0.99 1.84
C 3.09 1.71 0.60
N 2.32 1.62 -0.43
C 2.61 2.53 -1.56
C 1.39 3.41 -1.89
C 0.35 3.48 -0.78
N -0.42 2.22 -0.67
C -1.70 2.28 -0.80
C -2.64 1.19 -0.72
C -4.00 1.53 -0.81
C -2.26 -0.15 -0.48
O -1.01 -0.54 -0.44
C 1.89 0.13 2.10
O 0.89 -0.03 1.26
H -7.12 0.18 -0.95
H -6.62 1.74 -1.57
H -6.81 1.50 0.16
H -5.42 -1.42 -0.17
H -3.92 -3.00 0.51
H -1.11 -2.42 0.01
H -1.35 -4.97 0.19
H -2.67 -4.63 1.31
H 0.33 -4.16 1.71
H -0.73 -5.20 2.60
H -0.65 -3.48 4.14
H -1.94 -2.79 3.18
H -0.21 -1.39 2.05
H 1.12 -2.21 4.51
H 2.95 -0.98 5.15
H 5.02 0.01 5.84
H 4.99 1.73 5.45
H 6.06 0.64 4.57
H 4.78 1.86 2.57
H 3.93 2.41 0.53
H 2.90 1.93 -2.42
H 3.46 3.15 -1.29
H 0.90 3.07 -2.81
H 1.73 4.43 -2.09
H -0.36 4.29 -0.98
H 0.81 3.68 0.19
H -2.13 3.26 -0.95
H -4.25 2.57 -1.00
C 2.25 0.22 -5.63
N 0.97 -0.09 -4.94
C -0.15 -0.60 -5.75
C 0.86 0.10 -3.67
N 0.75 0.26 -2.53
H 2.08 1.01 -6.35
H 2.60 -0.68 -6.12
H 2.99 0.54 -4.89
H -0.42 0.15 -6.49
H -1.00 -0.81 -5.11
H 0.17 -1.51 -6.25
*
```

=====

Entry 4:
Density functional theory data (the ωB97M-V functional and the def2-TZVPD basis) for the molecule C27H34F2O7.

Properties
- Highest occupied orbital energy: -9.345 eV
- E_LUMO: 0.4172 eV
- ΔE to the lowest compared entry with this formula, charge and spin: 0.000 eV
- SMILES string: CCCC(=O)O[C@@]1(C(=O)COC(C)=O)CC[C@H]2[C@@H]3C[C@H](F)C4=CC(=O)C=C[C@]4(C)[C@]3(F)[C@H](O)C[C@@]21C

```
! wB97M-V def2-TZVPD RIJCOSX def2/J DEFGRID3
* xyz 0 1
C -5.46 -3.03 2.88
C -4.80 -2.27 1.74
C -3.59 -1.47 2.24
C -2.87 -0.79 1.11
O -2.85 -1.16 -0.04
O -2.19 0.29 1.51
C -1.30 0.83 0.53
C -1.99 0.84 -0.84
O -1.43 0.57 -1.88
C -3.39 1.45 -0.91
O -3.76 2.20 0.24
C -4.76 1.73 1.01
C -4.95 2.61 2.21
O -5.39 0.74 0.77
C -0.96 2.30 0.91
C 0.56 2.46 0.78
C 0.97 1.23 -0.03
C 2.47 0.92 -0.15
C 3.01 1.89 -1.21
C 4.40 1.54 -1.73
F 4.74 2.45 -2.70
C 4.35 0.15 -2.27
C 4.54 -0.14 -3.56
C 4.47 -1.50 -4.09
O 4.65 -1.76 -5.27
C 4.19 -2.54 -3.09
C 3.99 -2.26 -1.81
C 4.04 -0.88 -1.23
C 5.18 -0.90 -0.18
C 2.68 -0.57 -0.51
F 2.75 -1.29 0.69
C 1.44 -1.12 -1.25
O 1.24 -0.37 -2.42
C 0.24 -1.17 -0.29
C 0.09 0.11 0.56
C 0.39 -0.19 2.03
H -4.76 -3.74 3.33
H -6.32 -3.59 2.51
H -5.80 -2.35 3.65
H -4.46 -2.96 0.97
H -5.51 -1.58 1.29
H -2.87 -2.13 2.72
H -3.89 -0.71 2.97
H -3.41 2.13 -1.77
H -4.12 0.64 -1.08
H -4.21 2.33 2.96
H -4.79 3.65 1.94
H -5.94 2.46 2.63
H -1.48 3.00 0.26
H -1.31 2.48 1.93
H 0.82 3.39 0.26
H 1.05 2.47 1.75
H 0.60 1.39 -1.04
H 2.97 1.10 0.80
H 3.02 2.90 -0.80
H 2.35 1.87 -2.08
H 5.17 1.65 -0.95
H 4.77 0.64 -4.27
H 4.17 -3.56 -3.46
H 3.80 -3.05 -1.09
H 5.15 -0.02 0.45
H 5.09 -1.77 0.45
H 6.14 -0.94 -0.70
H 1.65 -2.17 -1.54
H 0.29 -0.23 -2.54
H -0.65 -1.37 -0.88
H 0.38 -2.02 0.38
H 0.12 0.64 2.68
H -0.18 -1.06 2.36
H 1.44 -0.41 2.17
*
```

=====

Number 1: total energy -151640.2277 eV. Number 2: total energy -74076.2759 eV. Number 3: total energy -69986.8005 eV. Number 4: total energy -48319.2282 eV.